No. 1
{"formula": "C16H20F12O8", "method": "ωB97M-V/def2-TZVPD", "e_above_lowest_kj_mol": 939.04, "e_homo_ev": -10.524, "gap_ev": 10.445, "molar_mass_g_mol": 568.3, "smiles": "CCOC(=O)C(F)(F)F.CCOC(=O)C(F)(F)F.CCOC(=O)C(F)(F)F.CCOC(=O)C(F)(F)F", "species": ["C", "C", "O", "C", "O", "C", "F", "F", "F", "H", "H", "H", "H", "H", "C", "C", "O", "C", "O", "C", "F", "F", "F", "H", "H", "H", "H", "H", "C", "C", "O", "C", "O", "C", "F", "F", "F", "H", "H", "H", "H", "H", "C", "C", "O", "C", "O", "C", "F", "F", "F", "H", "H", "H", "H", "H"], "positions_angstrom": [[-13.65, 10.75, -18.48], [-12.94, 11.28, -17.20], [-13.52, 10.69, -16.01], [-13.57, 11.45, -14.86], [-12.86, 12.48, -14.63], [-14.69, 10.86, -13.83], [-15.70, 11.73, -13.55], [-15.24, 9.78, -14.27], [-14.08, 10.55, -12.70], [-14.61, 11.26, -18.62], [-13.77, 9.66, -18.50], [-13.05, 10.98, -19.35], [-13.03, 12.36, -17.28], [-11.92, 10.89, -17.22], [-15.84, 8.44, -18.35], [-15.57, 8.65, -16.90], [-16.67, 9.29, -16.23], [-16.67, 10.64, -16.28], [-15.93, 11.31, -17.03], [-17.82, 11.38, -15.52], [-17.33, 12.24, -14.64], [-18.56, 12.00, -16.45], [-18.59, 10.49, -14.87], [-15.05, 7.84, -18.81], [-16.01, 9.42, -18.78], [-16.80, 7.93, -18.34], [-14.59, 9.09, -16.73], [-15.47, 7.72, -16.34], [-10.35, 8.32, -23.61], [-11.02, 8.20, -22.22], [-10.25, 7.60, -21.20], [-10.18, 6.27, -21.02], [-10.69, 5.47, -21.80], [-9.31, 5.95, -19.75], [-8.84, 7.02, -19.21], [-10.02, 5.22, -18.89], [-8.35, 5.11, -20.05], [-9.47, 8.95, -23.63], [-11.07, 8.78, -24.28], [-10.11, 7.31, -23.95], [-12.02, 7.76, -22.31], [-11.27, 9.24, -22.01], [-9.84, 9.36, -18.75], [-11.25, 9.76, -18.34], [-12.18, 8.70, -18.17], [-12.60, 7.79, -19.11], [-12.11, 7.71, -20.26], [-13.68, 6.71, -18.67], [-14.60, 6.70, -19.65], [-13.13, 5.52, -18.47], [-14.19, 7.10, -17.51], [-9.10, 10.13, -18.96], [-9.89, 8.79, -19.68], [-9.46, 8.60, -18.07], [-11.69, 10.57, -18.91], [-11.17, 10.21, -17.34]], "mulliken_charge": [-1.970, -0.702, -0.128, 0.254, -0.585, 0.961, -0.281, -0.223, -0.285, 0.510, 0.564, 0.531, 0.402, 0.280, -1.536, 0.222, -0.354, 0.114, -0.500, 0.832, -0.228, -0.251, -0.261, 0.449, 0.271, 0.358, 0.320, 0.779, -1.428, -0.161, -0.341, 0.525, -0.590, 0.938, -0.219, -0.269, -0.285, 0.301, 0.405, 0.355, 0.425, 0.323, -1.449, 0.581, -0.350, 0.669, -0.655, 0.781, -0.224, -0.262, -0.262, 0.448, 0.119, 0.394, 0.376, 0.316]}



No. 2
{"formula": "C30H29N9O2ReS2", "method": "ωB97M-V/def2-TZVPD", "e_above_lowest_kj_mol": 0.00, "s2": 0.759, "e_homo_ev": [-13.985, -13.962], "total_charge": 2, "multiplicity": 2, "gap_ev": [6.790, 7.019], "molar_mass_g_mol": 798.0, "species": ["Re", "C", "C", "C", "C", "N", "C", "N", "C", "N", "C", "N", "C", "C", "C", "C", "C", "N", "C", "C", "C", "C", "C", "C", "H", "H", "H", "H", "H", "H", "H", "H", "H", "H", "H", "H", "O", "S", "O", "N", "C", "S", "C", "C", "C", "C", "C", "C", "H", "H", "H", "H", "C", "N", "C", "C", "N", "N", "C", "C", "H", "H", "H", "H", "H", "H", "H", "H", "H", "H", "H", "H", "H"], "positions_angstrom": [[0.68, -0.27, -0.85], [2.09, 3.31, -2.85], [2.12, 4.26, -1.83], [1.57, 3.94, -0.61], [1.01, 2.69, -0.39], [1.06, 1.74, -1.37], [1.57, 2.07, -2.58], [0.33, 2.53, 0.81], [-0.51, 1.60, 1.01], [-0.71, 0.51, 0.14], [-2.04, 0.05, 0.28], [-2.67, -0.66, -0.56], [-2.17, -0.95, -1.83], [-3.11, -1.44, -2.74], [-2.74, -1.71, -4.04], [-1.42, -1.47, -4.42], [-0.54, -0.99, -3.49], [-0.89, -0.74, -2.20], [-2.52, 0.60, 1.55], [-3.70, 0.38, 2.23], [-3.91, 1.09, 3.41], [-2.97, 2.02, 3.86], [-1.80, 2.26, 3.16], [-1.58, 1.53, 2.01], [2.49, 3.52, -3.83], [2.54, 5.24, -2.00], [1.53, 4.65, 0.21], [1.58, 1.28, -3.32], [-4.12, -1.59, -2.39], [-3.46, -2.09, -4.75], [-1.08, -1.66, -5.43], [0.50, -0.80, -3.74], [-4.44, -0.33, 1.86], [-4.82, 0.94, 3.97], [-3.17, 2.56, 4.78], [-1.08, 3.00, 3.50], [2.70, -0.69, -1.94], [3.52, -0.11, -0.84], [4.22, 1.09, -1.17], [2.36, 0.00, 0.32], [2.82, -0.41, 1.56], [2.08, -0.09, 2.96], [4.09, -1.18, 1.38], [4.82, -1.82, 2.36], [5.98, -2.49, 1.99], [6.42, -2.49, 0.67], [5.71, -1.83, -0.32], [4.54, -1.20, 0.06], [4.50, -1.78, 3.39], [6.57, -2.99, 2.74], [7.34, -3.01, 0.41], [6.07, -1.79, -1.34], [1.56, -3.57, 2.75], [0.80, -3.04, 1.62], [-0.44, -2.36, 1.97], [1.19, -3.18, 0.36], [0.77, -2.29, -0.59], [1.94, -4.24, -0.01], [2.69, -4.25, -1.26], [1.78, -5.56, 0.61], [1.61, -2.79, 3.51], [2.57, -3.82, 2.44], [1.08, -4.44, 3.19], [-0.93, -2.93, 2.76], [-1.10, -2.32, 1.11], [-0.24, -1.35, 2.35], [0.75, -2.75, -1.49], [2.95, -3.24, -1.56], [2.12, -4.73, -2.06], [3.60, -4.82, -1.11], [0.94, -5.56, 1.29], [2.68, -5.86, 1.14], [1.58, -6.28, -0.18]], "mulliken_spin": [1.028, -0.005, 0.002, -0.003, 0.003, -0.019, -0.010, -0.010, 0.005, -0.038, 0.022, -0.010, 0.020, -0.009, 0.014, -0.010, 0.025, -0.024, 0.002, 0.003, -0.001, 0.002, 0.001, 0.008, 0.000, 0.000, 0.001, 0.001, 0.000, 0.000, 0.000, -0.001, 0.000, 0.000, 0.000, 0.000, 0.000, -0.012, 0.003, 0.006, 0.000, 0.021, -0.002, -0.001, 0.000, 0.000, 0.001, 0.005, 0.000, 0.000, 0.000, 0.000, 0.001, -0.001, 0.013, 0.005, -0.024, 0.002, -0.001, 0.000, -0.001, 0.000, 0.000, 0.000, 0.000, -0.004, -0.010, 0.001, 0.000, 0.000, 0.000, 0.000, 0.000]}



No. 3
{"formula": "C6H8O2S2", "method": "ωB97M-V/def2-TZVPD", "e_above_lowest_kj_mol": 98.55, "e_homo_ev": [-7.834, -7.833], "gap_ev": [6.638, 6.633], "molar_mass_g_mol": 176.3, "species": ["C", "C", "C", "C", "C", "C", "O", "O", "S", "S", "H", "H", "H", "H", "H", "H", "H", "H"], "positions_angstrom": [[0.46, 0.08, 0.08], [1.36, -1.02, -0.27], [0.84, 1.45, -0.04], [-3.48, -0.45, 0.25], [0.88, -2.40, -0.25], [-0.15, 2.54, 0.36], [1.99, 1.76, -0.50], [2.49, -0.81, -0.64], [-4.29, 0.15, -0.91], [-1.25, -0.32, 0.69], [0.12, -2.58, -1.01], [1.71, -3.16, -0.33], [0.41, -2.66, 0.70], [-0.58, 2.12, 1.39], [-1.07, 2.65, -0.25], [0.41, 3.49, 0.60], [2.43, 0.93, -0.72], [-3.45, -0.66, 1.29]], "mulliken_charge": [-0.385, 1.172, 0.544, 0.048, -1.260, -1.082, -0.503, -0.728, -0.168, -0.229, 0.292, 0.308, 0.362, 0.296, 0.276, 0.311, 0.418, 0.330]}



No. 4
{"formula": "C45H39Br2MoN3O4P2S2", "method": "ωB97M-V/def2-TZVPD", "e_above_lowest_kj_mol": 0.00, "s2": 2.023, "e_homo_ev": [-12.693, -12.695], "total_charge": 2, "multiplicity": 3, "gap_ev": [6.683, 6.166], "molar_mass_g_mol": 1067.7, "species": ["Mo", "C", "S", "C", "C", "C", "N", "P", "C", "C", "C", "C", "C", "C", "C", "C", "C", "C", "C", "C", "P", "C", "C", "C", "C", "C", "C", "C", "C", "C", "C", "C", "C", "H", "H", "H", "H", "H", "H", "H", "H", "H", "H", "H", "H", "H", "H", "H", "H", "H", "H", "H", "H", "H", "H", "H", "H", "H", "H", "H", "H", "H", "C", "C", "C", "C", "C", "C", "Br", "C", "C", "Br", "C", "O", "C", "N", "H", "H", "H", "H", "H", "H", "O", "S", "O", "N", "C", "O", "C", "C", "C", "C", "C", "C", "H", "H", "H", "H"], "positions_angstrom": [[-0.90, -0.92, 0.41], [3.19, 5.49, 1.03], [3.11, 5.34, -0.76], [4.00, 3.78, -1.02], [3.07, 2.61, -1.33], [2.10, 2.37, -0.19], [1.07, 1.35, -0.43], [1.20, -0.29, -0.86], [1.03, -0.43, -2.65], [2.03, 0.07, -3.50], [1.82, 0.09, -4.87], [0.63, -0.37, -5.40], [-0.37, -0.85, -4.57], [-0.17, -0.88, -3.19], [2.82, -0.89, -0.38], [3.57, -1.69, -1.25], [4.82, -2.15, -0.87], [5.33, -1.82, 0.38], [4.58, -1.03, 1.25], [3.33, -0.57, 0.88], [-0.58, 1.55, -0.15], [-0.93, 2.39, 1.40], [-0.60, 3.72, 1.65], [-0.87, 4.26, 2.89], [-1.48, 3.49, 3.88], [-1.85, 2.18, 3.62], [-1.58, 1.63, 2.37], [-1.34, 2.42, -1.49], [-0.70, 2.56, -2.73], [-1.35, 3.21, -3.76], [-2.63, 3.71, -3.58], [-3.27, 3.57, -2.35], [-2.63, 2.93, -1.31], [2.72, 6.44, 1.29], [4.22, 5.52, 1.38], [2.65, 4.69, 1.55], [4.61, 3.58, -0.14], [4.69, 3.93, -1.85], [3.68, 1.71, -1.51], [2.51, 2.82, -2.24], [1.56, 3.31, -0.02], [2.64, 2.13, 0.73], [2.96, 0.43, -3.10], [2.60, 0.47, -5.52], [0.47, -0.35, -6.47], [-1.31, -1.20, -4.98], [-0.97, -1.23, -2.56], [3.18, -1.95, -2.23], [5.39, -2.76, -1.55], [6.30, -2.17, 0.68], [4.97, -0.78, 2.23], [2.75, 0.02, 1.57], [-0.15, 4.33, 0.88], [-0.61, 5.29, 3.10], [-1.69, 3.93, 4.84], [-2.37, 1.60, 4.37], [-1.96, 0.63, 2.14], [0.29, 2.17, -2.88], [-0.85, 3.33, -4.72], [-3.13, 4.22, -4.39], [-4.27, 3.96, -2.21], [-3.13, 2.83, -0.35], [0.90, -3.82, -0.56], [-0.56, -3.88, -0.84], [-1.15, -5.08, -1.29], [-2.49, -5.14, -1.59], [-3.27, -3.97, -1.49], [-4.66, -3.87, -1.76], [-5.62, -5.38, -2.34], [-5.31, -2.67, -1.62], [-4.63, -1.51, -1.19], [-5.55, 0.10, -1.01], [-3.29, -1.59, -0.93], [-2.54, -0.55, -0.51], [-2.62, -2.81, -1.05], [-1.30, -2.78, -0.70], [1.33, -4.82, -0.48], [1.12, -3.28, 0.36], [1.40, -3.31, -1.39], [-0.52, -5.95, -1.38], [-2.94, -6.06, -1.92], [-6.37, -2.59, -1.82], [-2.95, -1.90, 2.15], [-2.03, -2.92, 2.62], [-2.33, -4.29, 2.40], [-0.60, -2.42, 1.93], [0.00, -1.55, 2.77], [0.59, -0.61, 2.19], [-0.34, -1.78, 4.19], [0.26, -1.30, 5.34], [-0.30, -1.67, 6.56], [-1.43, -2.48, 6.62], [-2.05, -2.95, 5.46], [-1.47, -2.58, 4.26], [1.14, -0.68, 5.31], [0.15, -1.33, 7.48], [-1.84, -2.75, 7.58], [-2.93, -3.57, 5.49]], "mulliken_spin": [1.919, 0.000, 0.000, 0.000, 0.002, -0.010, 0.027, -0.005, -0.055, -0.005, -0.001, 0.001, -0.003, 0.056, 0.014, -0.002, 0.001, -0.001, 0.001, 0.007, -0.014, -0.027, -0.005, -0.001, 0.002, 0.026, 0.045, 0.021, 0.002, -0.001, 0.001, 0.001, 0.004, 0.000, 0.000, 0.000, 0.000, 0.000, 0.000, 0.000, 0.000, 0.000, 0.000, 0.000, 0.000, 0.000, -0.030, -0.001, 0.000, 0.000, 0.000, -0.003, 0.000, 0.000, 0.000, 0.001, -0.068, 0.002, 0.000, 0.000, 0.000, 0.000, 0.064, 0.011, -0.010, 0.020, -0.007, 0.031, 0.003, -0.018, 0.030, 0.005, 0.015, -0.014, 0.015, -0.086, 0.003, -0.006, -0.006, 0.001, 0.001, 0.000, 0.005, 0.009, 0.001, -0.011, 0.022, -0.019, 0.024, 0.004, -0.002, 0.004, 0.001, 0.006, 0.000, 0.000, 0.000, 0.000]}